Record 1
{"formula": "C12H12F4O12", "method": "ωB97M-V with the def2-TZVPD basis set", "e_homo_ev": -10.8, "multiplicity": 1, "charge": 0, "smiles": "O=C1OC[C@@H](F)O1.O=C1OC[C@@H](F)O1.O=C1OC[C@@H](F)O1.O=C1OC[C@@H](F)O1", "de_lowest_kj_mol": 283.1, "symbols": ["O", "C", "O", "C", "C", "F", "O", "H", "H", "H", "O", "C", "O", "C", "C", "F", "O", "H", "H", "H", "O", "C", "O", "C", "C", "F", "O", "H", "H", "H", "O", "C", "O", "C", "C", "F", "O", "H", "H", "H"], "positions_angstrom": [[3.5398, 0.1778, 0.1256], [2.4072, 0.2349, -0.3874], [1.4238, 1.0201, 0.0751], [0.3246, 0.8713, -0.7203], [0.6633, -0.1989, -1.7238], [0.3633, 0.2187, -2.9568], [2.0762, -0.3510, -1.5998], [-0.5153, 0.5621, -0.0982], [0.0607, 1.8822, -1.0310], [-0.0008, -0.9945, -1.3860], [-1.9890, 2.6751, -3.0551], [-2.1968, 3.7929, -2.6058], [-2.4734, 4.8749, -3.3983], [-2.1438, 5.9734, -2.6444], [-2.7054, 5.4637, -1.2291], [-4.0372, 5.5736, -1.0787], [-2.2426, 4.1427, -1.3185], [-1.0672, 6.0275, -2.8057], [-2.6264, 6.8439, -3.0887], [-2.1884, 5.9870, -0.4248], [-3.1938, -0.8500, -0.1913], [-2.5624, -1.9335, 0.0696], [-3.1375, -3.1948, 0.0233], [-2.2430, -4.1710, 0.4980], [-1.2999, -3.3553, 1.2945], [-0.0609, -3.9514, 1.1406], [-1.3986, -2.0614, 0.6574], [-2.7061, -4.8757, 1.1887], [-1.5909, -4.7184, -0.1826], [-1.5465, -3.4528, 2.3517], [4.4449, -3.5590, 0.4372], [3.9354, -3.0227, 1.3621], [4.6164, -2.4011, 2.3324], [3.7378, -1.6939, 3.1753], [2.3700, -2.1836, 2.7187], [1.6975, -1.0939, 2.3589], [2.6437, -2.9481, 1.5201], [3.9128, -1.8130, 4.2445], [3.8737, -0.6313, 2.9742], [1.8348, -2.8667, 3.3783]], "forces_ev_per_angstrom": [[-3.92, -0.23, -1.67], [4.46, 0.54, 0.84], [2.47, -0.93, 1.13], [-2.37, 1.38, 0.47], [-0.40, 1.39, 0.57], [0.03, -0.36, -0.87], [-1.01, -0.20, 1.60], [-0.08, -0.19, 0.00], [-0.07, -0.26, -1.04], [0.86, -1.20, -0.94], [-0.34, 2.74, 1.59], [-0.28, -3.01, -3.08], [-0.26, -2.58, -0.81], [-1.21, 0.93, 0.80], [2.86, 2.04, -1.13], [0.02, -0.35, -0.30], [-0.63, -0.19, 0.98], [0.27, 0.75, 1.25], [-0.10, 0.04, 0.43], [-0.29, -0.38, 0.31], [3.67, -5.46, 0.77], [-5.05, 3.01, -0.34], [-0.73, 0.83, -1.33], [0.17, -0.24, 0.83], [0.89, -0.99, -0.51], [-0.23, 1.28, 0.21], [2.27, 0.10, 1.62], [-0.56, 0.00, -0.49], [-0.71, 0.13, -0.92], [0.30, 1.36, 0.17], [0.42, -0.43, -0.25], [1.95, -0.18, -1.34], [0.80, -0.18, 0.72], [0.01, 0.18, 0.17], [1.10, -0.66, -0.86], [-1.68, 0.56, -0.11], [-2.13, 0.85, 1.74], [0.29, -0.61, -0.13], [-0.39, 0.04, -0.20], [-0.36, 0.49, 0.12]]}

***

Record 2
{"formula": "C4H6NO4", "method": "ωB97M-V with the def2-TZVPD basis set", "e_homo_ev": -5.1, "multiplicity": 1, "charge": -1, "smiles": "CN(C)C(=O)OC(=O)[O-]", "de_lowest_kj_mol": 6.0, "symbols": ["C", "N", "C", "C", "O", "O", "C", "O", "O", "H", "H", "H", "H", "H", "H"], "positions_angstrom": [[-1.6522, -0.8258, 0.4859], [-0.4176, -0.1894, 0.0978], [-0.5244, 1.1567, -0.3896], [0.5710, -1.0715, -0.3324], [0.3661, -2.2724, -0.3037], [1.6778, -0.5369, -0.7616], [2.3803, 0.5354, 0.1658], [3.0448, 1.2841, -0.4991], [2.1088, 0.3903, 1.3267], [-2.2678, -0.1274, 1.0522], [-2.2170, -1.1841, -0.3884], [-1.4081, -1.6910, 1.1014], [0.4259, 1.4702, -0.8100], [-1.2969, 1.2272, -1.1730], [-0.7905, 1.8347, 0.4281]], "forces_ev_per_angstrom": [[0.11, -0.12, 0.01], [-0.15, -0.64, -0.19], [0.06, 0.08, -0.03], [-0.61, 0.16, 0.45], [-0.02, -0.40, -0.08], [0.63, 0.44, -0.23], [-0.13, -0.03, -0.22], [0.62, 0.52, -0.90], [-0.29, -0.37, 1.15], [-0.02, 0.08, 0.03], [-0.07, 0.04, 0.09], [-0.18, 0.06, -0.02], [-0.03, 0.11, -0.03], [0.06, 0.06, 0.05], [0.02, 0.01, -0.07]]}

***

Record 3
{"formula": "C28H51AsAuNP2SSi3", "method": "ωB97M-V with the def2-TZVPD basis set", "e_homo_ev": -12.8, "multiplicity": 1, "charge": 2, "de_lowest_kj_mol": 0.0, "symbols": ["Au", "S", "C", "C", "C", "C", "C", "C", "N", "C", "C", "C", "C", "C", "C", "C", "H", "H", "H", "H", "H", "H", "H", "H", "C", "P", "C", "C", "C", "P", "C", "C", "H", "H", "H", "H", "H", "H", "H", "H", "H", "H", "H", "H", "H", "H", "H", "H", "C", "Si", "C", "C", "As", "Si", "C", "C", "C", "Si", "C", "C", "C", "H", "H", "H", "H", "H", "H", "H", "H", "H", "H", "H", "H", "H", "H", "H", "H", "H", "H", "H", "H", "H", "H", "H", "H", "H", "H", "H"], "positions_angstrom": [[0.0341, -0.1168, -0.7021], [4.1131, 1.6051, 0.0170], [4.4233, -0.0694, -0.3256], [5.6450, -0.7350, -0.3108], [5.6657, -2.0538, -0.7156], [4.4982, -2.6838, -1.1609], [3.2889, -2.0197, -1.1692], [3.2420, -0.7081, -0.7080], [2.1343, 0.1344, -0.6562], [2.4616, 1.3687, -0.3332], [1.4359, 2.3956, -0.3588], [1.7291, 3.7394, -0.1662], [0.7298, 4.6905, -0.3081], [-0.5465, 4.2830, -0.6533], [-0.8392, 2.9307, -0.8316], [0.1371, 1.9665, -0.6792], [6.5521, -0.2295, -0.0088], [6.6004, -2.5967, -0.7205], [4.5509, -3.7017, -1.5230], [2.4033, -2.4904, -1.5679], [2.7379, 4.0488, 0.0811], [0.9510, 5.7388, -0.1651], [-1.3311, 5.0162, -0.7862], [-1.8587, 2.6784, -1.0883], [-3.0869, 0.5042, -2.2146], [-2.2777, -0.1303, -0.7359], [-2.9269, 0.6813, 0.7280], [-2.7987, -1.8694, -0.6261], [-1.9033, -2.6043, 0.3650], [-0.1838, -2.4893, -0.2434], [0.8317, -3.1195, 1.0983], [-0.1211, -3.6704, -1.6159], [-4.1610, 0.3530, -2.0772], [-2.7597, -0.0621, -3.0859], [-2.9058, 1.5603, -2.3914], [-3.9726, 0.3968, 0.8632], [-2.8564, 1.7638, 0.6294], [-2.3356, 0.3732, 1.5934], [-2.7039, -2.3082, -1.6225], [-3.8580, -1.9010, -0.3635], [-2.1939, -3.6518, 0.4666], [-1.9238, -2.1483, 1.3601], [0.5038, -4.1317, 1.3453], [0.6807, -2.4670, 1.9579], [1.8868, -3.1350, 0.8371], [-0.4292, -4.6486, -1.2414], [0.8819, -3.7598, -2.0267], [-0.7892, -3.3694, -2.4216], [2.2942, -0.1931, 5.9983], [2.0299, -0.0600, 4.1557], [2.6384, 1.6007, 3.5207], [2.9960, -1.4184, 3.2864], [-0.2388, -0.2033, 3.4968], [-1.2719, -1.8673, 4.8312], [-0.5585, -3.5131, 4.2702], [-3.1083, -1.8599, 4.4281], [-1.0140, -1.6515, 6.6661], [-1.0846, 1.8907, 4.2390], [-0.5201, 3.1671, 2.9815], [-0.4599, 2.3362, 5.9430], [-2.9602, 1.8345, 4.2449], [3.3299, 0.0496, 6.2479], [2.1023, -1.2080, 6.3509], [1.6437, 0.4828, 6.5538], [3.7217, 1.5725, 3.3790], [2.4211, 2.4014, 4.2303], [2.1715, 1.8621, 2.5685], [4.0031, -1.4672, 3.7085], [3.0938, -1.2155, 2.2154], [2.5450, -2.4045, 3.4108], [-0.9271, -3.7905, 3.2796], [-0.8696, -4.2979, 4.9637], [0.5334, -3.5112, 4.2460], [-3.3118, -1.5911, 3.3879], [-3.6596, -1.1681, 5.0651], [-3.5206, -2.8567, 4.6035], [0.0226, -1.8295, 6.9526], [-1.6391, -2.3571, 7.2186], [-1.2823, -0.6453, 6.9927], [0.5043, 3.4904, 3.1700], [-1.1618, 4.0505, 3.0368], [-0.5666, 2.7778, 1.9622], [0.6048, 2.5775, 5.9261], [-0.6028, 1.5159, 6.6483], [-0.9918, 3.2071, 6.3321], [-3.3848, 1.9358, 3.2444], [-3.3307, 2.6737, 4.8387], [-3.3549, 0.9215, 4.6883]], "forces_ev_per_angstrom": [[-0.02, 0.01, 0.15], [-0.03, -0.02, -0.01], [-0.04, 0.05, 0.00], [0.02, -0.02, 0.00], [0.00, 0.02, 0.00], [-0.02, -0.01, 0.00], [-0.02, -0.05, 0.06], [0.09, -0.05, -0.05], [-0.21, -0.01, 0.03], [0.07, 0.00, 0.04], [0.07, 0.05, 0.02], [-0.05, 0.08, 0.02], [0.03, -0.06, 0.00], [0.01, -0.02, 0.00], [-0.18, 0.04, 0.00], [0.07, -0.10, -0.10], [0.00, 0.00, 0.00], [0.00, 0.00, 0.00], [0.00, 0.00, 0.00], [-0.03, 0.00, 0.02], [0.00, 0.00, 0.00], [0.00, 0.00, 0.00], [0.00, 0.00, 0.00], [0.07, 0.00, -0.01], [-0.06, -0.04, 0.00], [0.12, 0.03, 0.02], [-0.08, 0.06, -0.01], [0.06, 0.00, -0.01], [0.05, -0.04, -0.03], [-0.06, 0.12, 0.04], [0.00, -0.10, -0.07], [0.01, -0.03, 0.01], [0.01, 0.01, -0.04], [0.02, 0.00, 0.00], [0.06, -0.01, 0.03], [0.00, 0.01, -0.01], [0.02, -0.03, 0.03], [0.00, -0.02, 0.02], [-0.07, 0.03, -0.02], [0.02, -0.01, 0.08], [0.01, 0.00, 0.00], [-0.02, 0.01, -0.01], [0.03, 0.01, -0.01], [0.02, 0.01, 0.00], [0.04, 0.03, -0.05], [0.00, 0.00, -0.02], [0.00, 0.01, 0.01], [0.00, 0.01, 0.00], [-0.07, -0.07, -0.03], [0.05, 0.03, 0.03], [-0.02, -0.04, 0.04], [-0.04, 0.04, -0.01], [-0.07, 0.04, -0.29], [0.02, 0.00, 0.07], [-0.01, 0.04, 0.02], [0.05, 0.00, -0.01], [0.01, 0.06, -0.04], [0.01, 0.03, 0.05], [-0.02, -0.01, 0.06], [0.04, -0.09, -0.02], [0.05, -0.04, 0.00], [0.01, 0.01, -0.03], [0.03, 0.00, 0.00], [0.02, 0.00, 0.00], [0.01, 0.00, 0.02], [-0.01, 0.00, -0.01], [0.02, 0.00, -0.02], [0.01, 0.02, -0.01], [-0.03, -0.02, -0.01], [0.02, 0.00, 0.03], [0.00, 0.00, 0.03], [-0.01, 0.00, 0.00], [-0.01, -0.01, 0.01], [-0.01, -0.01, 0.01], [0.00, 0.00, -0.01], [0.00, 0.00, 0.01], [-0.01, 0.00, 0.00], [-0.01, -0.02, -0.02], [-0.02, -0.02, 0.01], [-0.01, 0.00, -0.01], [0.00, 0.01, 0.01], [-0.02, -0.01, -0.02], [-0.01, 0.00, 0.00], [-0.02, 0.04, 0.01], [-0.01, 0.02, -0.03], [0.01, -0.02, -0.01], [0.00, 0.02, -0.02], [0.00, 0.03, 0.02]]}

***

Record 4
{"formula": "C5H11N3", "method": "ωB97M-V with the def2-TZVPD basis set", "e_homo_ev": -8.8, "multiplicity": 1, "charge": 0, "smiles": "C[C@@H]1CN=C(NN)C1", "de_lowest_kj_mol": 363.7, "symbols": ["C", "C", "C", "N", "C", "N", "N", "C", "H", "H", "H", "H", "H", "H", "H", "H", "H", "H", "H"], "positions_angstrom": [[-0.9039, 0.0623, -2.4006], [-0.0157, 0.4785, -1.2378], [0.9897, -0.5001, -1.2053], [1.7569, -0.4292, 0.1903], [0.6701, -0.0834, 0.9373], [0.8368, 0.1272, 2.3188], [-0.4938, -0.0395, 3.0297], [-0.4591, 0.5090, 0.2750], [-0.4097, 0.5945, -3.3306], [-1.9536, 0.3742, -2.0328], [-0.8273, -1.0831, -2.4469], [0.1829, 1.6729, -1.4222], [1.6956, -0.3827, -2.1930], [0.5477, -1.4665, -1.2924], [1.5363, -0.5278, 2.6626], [-0.2400, 0.3890, 3.8846], [-0.6523, -1.0668, 3.2249], [-1.3765, -0.0771, 0.3035], [-0.8840, 1.4486, 0.7349]], "forces_ev_per_angstrom": [[-0.99, 0.31, 0.36], [-2.10, 5.47, 0.63], [6.99, -0.37, -0.72], [-5.22, 0.17, 0.05], [5.57, 0.41, -0.20], [-1.91, -1.31, -0.20], [1.77, -1.33, -1.21], [-3.36, 0.20, -1.74], [-1.78, -1.28, 1.56], [1.24, -0.38, -1.75], [-0.61, 1.76, -0.54], [0.65, -2.98, 0.13], [-1.15, -0.46, 2.58], [-0.11, -0.89, 0.16], [-0.06, 0.20, 0.09], [-0.36, 0.42, 1.26], [0.33, 1.42, -0.27], [-0.09, -0.75, 0.41], [1.18, -0.61, -0.59]]}

***

Number 1: Kohn-Sham gap 11.1 eV. Number 2: Kohn-Sham gap 8.9 eV. Number 3: Kohn-Sham gap 6.6 eV. Number 4: Kohn-Sham gap 9.6 eV.